Record 1
{
  "formula": "C78H59Cl2O3P4S2SiTi",
  "method": "ωB97M-V/def2-TZVPD",
  "elements": ["Ti", "C", "C", "C", "C", "C", "C", "P", "C", "C", "C", "C", "C", "C", "C", "C", "C", "C", "C", "C", "Si", "C", "C", "C", "C", "C", "C", "P", "C", "C", "C", "C", "C", "C", "C", "C", "C", "C", "C", "C", "C", "C", "C", "C", "C", "C", "P", "C", "C", "C", "C", "C", "C", "C", "C", "C", "C", "C", "C", "H", "H", "H", "H", "H", "H", "H", "H", "H", "H", "H", "H", "H", "H", "H", "H", "H", "H", "H", "H", "H", "H", "H", "H", "H", "H", "H", "H", "H", "H", "H", "H", "H", "H", "H", "H", "H", "H", "H", "H", "H", "H", "Cl", "C", "C", "C", "C", "C", "Cl", "C", "S", "H", "H", "H", "O", "S", "O", "O", "C", "C", "C", "C", "C", "C", "P", "C", "C", "C", "C", "C", "C", "C", "C", "C", "C", "C", "C", "H", "H", "H", "H", "H", "H", "H", "H", "H", "H", "H", "H", "H", "H"],
  "xyz": [[1.381, 0.170, 0.331], [-3.486, -4.046, -4.803], [-3.226, -4.300, -3.462], [-2.915, -3.258, -2.604], [-2.864, -1.937, -3.055], [-3.075, -1.705, -4.411], [-3.396, -2.746, -5.275], [-2.449, -0.653, -1.784], [-4.013, -0.787, -0.797], [-5.198, -0.092, -1.024], [-6.342, -0.376, -0.289], [-6.322, -1.357, 0.692], [-5.137, -2.030, 0.956], [-3.992, -1.736, 0.229], [-2.567, 0.937, -2.662], [-3.657, 1.274, -3.475], [-3.751, 2.508, -4.088], [-2.754, 3.443, -3.856], [-1.687, 3.123, -3.036], [-1.524, 1.858, -2.445], [0.144, 1.649, -1.419], [1.489, 1.870, -2.774], [1.433, 2.970, -3.649], [2.301, 3.121, -4.714], [3.248, 2.137, -4.952], [3.319, 1.044, -4.108], [2.470, 0.896, -3.002], [2.530, -0.712, -1.859], [1.568, -1.785, -3.057], [1.599, -3.185, -2.998], [0.996, -3.969, -3.969], [0.341, -3.381, -5.042], [0.271, -2.001, -5.103], [0.865, -1.217, -4.121], [4.311, -1.017, -2.411], [4.651, -2.103, -3.212], [5.958, -2.310, -3.638], [6.965, -1.431, -3.271], [6.641, -0.334, -2.485], [5.332, -0.127, -2.073], [-0.008, 3.350, -0.506], [0.912, 4.374, -0.744], [0.791, 5.631, -0.166], [-0.269, 5.892, 0.688], [-1.171, 4.880, 0.972], [-1.053, 3.621, 0.393], [-2.218, 2.268, 0.855], [-3.854, 2.858, 0.235], [-4.992, 2.145, 0.623], [-6.252, 2.516, 0.186], [-6.401, 3.600, -0.673], [-5.278, 4.302, -1.081], [-4.016, 3.938, -0.624], [-2.484, 2.535, 2.664], [-1.716, 1.772, 3.535], [-1.833, 1.905, 4.912], [-2.733, 2.816, 5.444], [-3.511, 3.587, 4.587], [-3.390, 3.445, 3.213], [-3.738, -4.857, -5.476], [-3.256, -5.315, -3.084], [-2.696, -3.476, -1.564], [-2.972, -0.705, -4.814], [-3.567, -2.535, -6.324], [-5.236, 0.706, -1.754], [-7.251, 0.180, -0.485], [-7.220, -1.585, 1.254], [-5.099, -2.782, 1.735], [-3.065, -2.252, 0.459], [-4.446, 0.549, -3.637], [-4.600, 2.745, -4.717], [-2.819, 4.434, -4.291], [-0.972, 3.905, -2.820], [0.685, 3.736, -3.509], [2.230, 3.992, -5.356], [3.927, 2.213, -5.794], [4.046, 0.281, -4.350], [2.115, -3.685, -2.191], [1.046, -5.049, -3.884], [-0.120, -3.992, -5.809], [-0.255, -1.518, -5.917], [0.774, -0.144, -4.207], [3.896, -2.815, -3.520], [6.183, -3.167, -4.263], [7.984, -1.592, -3.601], [7.406, 0.379, -2.201], [5.103, 0.756, -1.497], [1.770, 4.176, -1.373], [1.532, 6.395, -0.370], [-0.374, 6.861, 1.162], [-1.963, 5.075, 1.684], [-4.884, 1.282, 1.273], [-7.120, 1.951, 0.505], [-7.385, 3.893, -1.019], [-5.377, 5.143, -1.757], [-3.151, 4.508, -0.932], [-0.999, 1.070, 3.132], [-1.213, 1.298, 5.560], [-2.824, 2.933, 6.517], [-4.224, 4.297, 4.989], [-4.025, 4.041, 2.567], [3.640, 0.625, 0.526], [2.757, -2.236, -0.466], [3.964, -2.895, -0.219], [3.988, -4.149, 0.369], [2.807, -4.747, 0.792], [1.628, -4.040, 0.693], [0.173, -4.752, 1.352], [1.590, -2.778, 0.088], [0.122, -1.856, -0.116], [4.900, -2.461, -0.544], [4.930, -4.667, 0.507], [2.808, -5.729, 1.247], [2.653, 3.154, 1.741], [1.587, 2.557, 2.483], [0.606, 3.443, 3.044], [0.902, 1.435, 1.696], [2.272, 1.705, 3.890], [2.653, 2.604, 4.893], [3.171, 2.150, 6.085], [3.305, 0.783, 6.289], [2.932, -0.099, 5.296], [2.403, 0.328, 4.070], [1.932, -1.001, 2.837], [3.330, -2.145, 3.159], [4.614, -1.623, 2.981], [5.733, -2.408, 3.201], [5.590, -3.731, 3.602], [4.321, -4.266, 3.749], [3.197, -3.482, 3.514], [0.491, -1.717, 3.744], [0.575, -2.415, 4.952], [-0.565, -2.865, 5.599], [-1.821, -2.605, 5.064], [-1.922, -1.890, 3.883], [-0.775, -1.465, 3.224], [2.521, 3.662, 4.715], [3.462, 2.855, 6.854], [3.708, 0.404, 7.220], [3.081, -1.156, 5.467], [4.734, -0.593, 2.667], [6.720, -1.985, 3.058], [6.465, -4.343, 3.787], [4.196, -5.306, 4.028], [2.215, -3.932, 3.589], [1.533, -2.608, 5.412], [-0.471, -3.413, 6.529], [-2.712, -2.947, 5.574], [-2.890, -1.653, 3.463], [-0.880, -0.922, 2.294]],
  "e_above_lowest_ev": 0.0000,
  "gap_ha": [0.24629, 0.24734],
  "total_charge": -1
}

Record 2
{
  "formula": "C78H76As2N9O4RbS3",
  "method": "ωB97M-V/def2-TZVPD",
  "elements": ["Rb", "S", "C", "N", "C", "C", "N", "C", "C", "C", "C", "C", "C", "C", "C", "S", "C", "C", "C", "C", "C", "C", "C", "H", "H", "H", "H", "H", "H", "H", "H", "H", "H", "H", "H", "H", "H", "H", "H", "H", "H", "N", "N", "C", "O", "O", "H", "H", "H", "C", "C", "C", "C", "C", "C", "As", "C", "C", "C", "C", "C", "C", "C", "C", "C", "C", "C", "C", "H", "H", "H", "H", "H", "H", "H", "H", "H", "H", "H", "H", "H", "O", "C", "N", "C", "O", "C", "C", "C", "C", "C", "C", "H", "H", "H", "H", "N", "C", "S", "C", "C", "C", "N", "C", "C", "H", "H", "H", "H", "H", "H", "C", "C", "C", "N", "H", "H", "H", "H", "H", "C", "C", "C", "C", "C", "C", "As", "N", "C", "C", "C", "C", "C", "C", "C", "C", "C", "C", "C", "C", "C", "C", "C", "C", "C", "C", "H", "H", "H", "H", "H", "H", "H", "H", "H", "H", "H", "H", "H", "H", "H", "H", "H", "H", "H", "H", "H", "H", "H", "H", "H", "H", "H"],
  "xyz": [[-1.156, 0.758, -0.354], [1.408, -2.915, 0.004], [0.981, -4.104, 1.090], [1.807, -5.192, 1.288], [1.342, -6.253, 2.140], [0.766, -5.629, 3.403], [-0.294, -4.731, 3.038], [-1.388, -4.578, 3.971], [-2.348, -5.733, 3.863], [-2.437, -6.706, 4.850], [-3.302, -7.778, 4.707], [-4.084, -7.894, 3.570], [-3.995, -6.930, 2.577], [-3.129, -5.863, 2.719], [-0.208, -3.993, 1.888], [-1.494, -3.046, 1.401], [2.824, -5.517, 0.313], [2.318, -6.464, -0.740], [2.836, -7.746, -0.866], [2.346, -8.618, -1.822], [1.317, -8.221, -2.658], [0.795, -6.942, -2.544], [1.290, -6.069, -1.592], [2.189, -6.898, 2.388], [0.568, -6.866, 1.653], [1.561, -5.090, 3.943], [0.356, -6.408, 4.053], [-1.889, -3.639, 3.716], [-0.971, -4.510, 4.982], [-1.835, -6.630, 5.746], [-3.362, -8.530, 5.484], [-4.767, -8.726, 3.463], [-4.603, -7.013, 1.687], [-3.048, -5.110, 1.950], [3.678, -5.953, 0.840], [3.123, -4.566, -0.142], [3.640, -8.066, -0.217], [2.766, -9.610, -1.913], [0.927, -8.905, -3.401], [0.001, -6.625, -3.207], [0.895, -5.068, -1.506], [2.756, 3.240, -0.951], [3.131, 2.400, 0.143], [2.048, 1.843, 0.915], [2.257, 1.715, 2.125], [1.024, 1.566, 0.263], [2.193, 4.027, -0.598], [2.113, 2.666, -1.509], [3.816, 2.864, 0.733], [4.789, 2.167, -5.454], [3.789, 1.327, -5.917], [3.009, 0.618, -5.020], [3.219, 0.721, -3.651], [4.222, 1.569, -3.198], [5.000, 2.287, -4.090], [2.053, -0.218, -2.359], [3.582, -1.103, -1.527], [4.390, -0.613, -0.516], [5.453, -1.369, -0.047], [5.707, -2.625, -0.574], [4.891, -3.139, -1.565], [3.827, -2.383, -2.042], [2.889, -2.815, -3.068], [2.885, -4.066, -3.674], [1.968, -4.352, -4.666], [1.050, -3.390, -5.057], [1.027, -2.154, -4.429], [1.939, -1.852, -3.434], [5.390, 2.736, -6.154], [3.610, 1.231, -6.982], [2.212, -0.013, -5.389], [4.378, 1.679, -2.134], [5.769, 2.951, -3.716], [4.163, 0.350, -0.082], [6.076, -0.987, 0.751], [6.533, -3.218, -0.200], [5.080, -4.130, -1.963], [3.586, -4.828, -3.360], [1.969, -5.329, -5.131], [0.346, -3.612, -5.849], [0.293, -1.410, -4.714], [-3.417, 2.049, -1.160], [-4.078, 1.014, -1.186], [-3.787, -0.078, -1.910], [-4.755, -1.006, -1.772], [-4.799, -2.103, -2.315], [-5.822, -0.466, -0.847], [-7.007, -0.993, -0.384], [-7.760, -0.213, 0.486], [-7.334, 1.048, 0.870], [-6.128, 1.570, 0.410], [-5.388, 0.798, -0.459], [-7.341, -1.978, -0.679], [-8.692, -0.604, 0.875], [-7.946, 1.629, 1.546], [-5.787, 2.545, 0.729], [-3.956, 4.050, -4.943], [-2.712, 4.310, -5.418], [-2.481, 5.592, -6.449], [-1.649, 3.414, -5.016], [-1.918, 2.128, -4.519], [-0.868, 1.352, -4.069], [0.399, 1.757, -4.065], [0.662, 2.966, -4.557], [-0.306, 3.814, -5.056], [-4.672, 4.736, -5.107], [-4.045, 3.442, -4.144], [-2.917, 1.723, -4.493], [-1.052, 0.360, -3.674], [1.705, 3.264, -4.531], [-0.052, 4.790, -5.447], [-2.473, -3.055, -4.170], [-1.889, -3.490, -2.825], [-1.290, -2.352, -2.182], [-0.769, -1.427, -1.761], [-2.865, -3.923, -4.694], [-1.717, -2.575, -4.786], [-3.284, -2.356, -3.987], [-1.106, -4.246, -2.963], [-2.685, -3.881, -2.186], [1.815, 2.340, 8.676], [1.376, 2.363, 7.238], [1.571, 3.477, 6.435], [1.100, 3.513, 5.130], [1.426, 4.682, 4.248], [0.364, 2.441, 4.617], [-0.439, 2.603, 2.766], [-1.988, 1.820, 2.655], [-2.892, 1.092, 3.293], [-3.742, 0.240, 2.543], [-4.761, -0.461, 3.136], [-4.996, -0.358, 4.503], [-4.184, 0.468, 5.265], [-3.144, 1.161, 4.687], [-1.399, 4.413, 2.764], [-2.048, 5.025, 3.836], [-1.961, 4.561, 5.262], [-2.833, 6.158, 3.628], [-3.023, 6.693, 2.371], [-3.919, 7.874, 2.139], [-2.381, 6.080, 1.308], [-1.579, 4.962, 1.486], [-0.964, 4.366, 0.259], [0.334, 1.253, 5.351], [-0.137, -0.034, 4.742], [0.802, 1.241, 6.660], [2.230, 3.300, 8.973], [2.572, 1.572, 8.832], [0.969, 2.108, 9.324], [2.107, 4.335, 6.826], [2.229, 5.279, 4.680], [0.558, 5.324, 4.086], [1.746, 4.292, 3.278], [-3.567, 0.153, 1.478], [-5.386, -1.105, 2.531], [-5.795, -0.923, 4.964], [-4.357, 0.558, 6.333], [-2.519, 1.804, 5.293], [-1.431, 3.619, 5.342], [-2.966, 4.442, 5.671], [-1.437, 5.304, 5.867], [-3.316, 6.619, 4.483], [-4.262, 8.300, 3.080], [-4.790, 7.567, 1.561], [-3.399, 8.646, 1.573], [-2.514, 6.480, 0.311], [-0.858, 5.123, -0.519], [-1.611, 3.568, -0.118], [0.007, 3.925, 0.483], [0.028, -0.015, 3.663], [-1.199, -0.211, 4.927], [0.424, -0.869, 5.165], [0.732, 0.324, 7.235]],
  "e_above_lowest_ev": 2.3884,
  "gap_ha": 0.13119,
  "total_charge": -2
}

Record 3
{
  "formula": "C78H77F10N4O3P",
  "method": "ωB97M-V/def2-TZVPD",
  "elements": ["C", "O", "C", "C", "C", "C", "C", "C", "C", "C", "O", "C", "C", "C", "C", "C", "P", "N", "C", "C", "C", "N", "N", "N", "C", "O", "H", "H", "H", "H", "H", "H", "H", "H", "H", "H", "H", "H", "H", "H", "H", "H", "H", "H", "H", "H", "H", "H", "H", "H", "H", "H", "H", "F", "C", "C", "C", "C", "C", "C", "H", "H", "H", "H", "H", "F", "C", "C", "C", "C", "C", "C", "H", "H", "H", "H", "H", "F", "C", "C", "C", "C", "C", "C", "H", "H", "H", "H", "H", "F", "C", "C", "C", "C", "C", "C", "H", "H", "H", "H", "H", "F", "C", "C", "C", "C", "C", "C", "H", "H", "H", "H", "H", "F", "C", "C", "C", "C", "C", "C", "H", "H", "H", "H", "H", "F", "C", "C", "C", "C", "C", "C", "H", "H", "H", "H", "H", "F", "C", "C", "C", "C", "C", "C", "H", "H", "H", "H", "H", "F", "C", "C", "C", "C", "C", "C", "H", "H", "H", "H", "H", "F", "C", "C", "C", "C", "C", "C", "H", "H", "H", "H", "H"],
  "xyz": [[-1.777, 1.940, 1.758], [-2.649, 1.291, 2.740], [-3.870, 2.107, 2.838], [-5.211, 1.281, 2.492], [-5.143, 0.470, 1.108], [-6.110, 1.040, -0.045], [-5.792, 2.550, -0.480], [-4.741, 2.693, -1.678], [-3.608, 1.833, -1.845], [-2.607, 2.125, -3.076], [-2.069, 1.204, -3.744], [-2.402, 3.692, -3.401], [-3.647, 4.637, -3.219], [-3.573, 6.169, -3.490], [-2.194, 6.731, -3.955], [-0.921, 5.825, -4.147], [0.650, 6.680, -4.729], [1.374, 7.306, -3.412], [-1.041, 4.286, -3.847], [0.212, 3.318, -3.980], [0.811, 2.788, -2.582], [-0.100, 2.945, -1.410], [2.082, 3.510, -2.275], [1.122, 1.315, -2.666], [-4.997, 3.916, -2.704], [-6.134, 4.269, -3.095], [-2.392, 2.131, 0.797], [-0.873, 1.287, 1.498], [-1.344, 2.931, 2.167], [-3.912, 2.445, 3.939], [-3.746, 3.062, 2.210], [-5.355, 0.519, 3.349], [-6.111, 1.995, 2.577], [-4.044, 0.407, 0.796], [-5.473, -0.618, 1.322], [-7.175, 1.053, 0.411], [-6.178, 0.301, -0.927], [-6.780, 3.010, -0.867], [-5.364, 3.178, 0.393], [-3.396, 0.960, -1.146], [-4.481, 6.832, -3.335], [-2.153, 7.862, -4.130], [0.304, 7.782, -5.606], [1.589, 5.818, -5.381], [2.327, 6.889, -3.369], [-0.014, 2.387, -4.621], [1.085, 3.844, -4.526], [0.041, 3.830, -0.909], [0.024, 2.143, -0.779], [1.880, 4.441, -1.885], [2.523, 2.949, -1.520], [1.975, 1.154, -3.219], [0.352, 0.831, -3.169], [-4.974, 0.995, 5.647], [-3.966, 0.439, 6.342], [-4.165, -0.780, 6.970], [-3.122, -1.359, 7.685], [-1.895, -0.706, 7.772], [-1.708, 0.520, 7.141], [-2.747, 1.094, 6.417], [-5.130, -1.269, 6.898], [-3.265, -2.317, 8.174], [-1.082, -1.156, 8.334], [-0.752, 1.029, 7.214], [-2.616, 2.044, 5.912], [-9.305, -3.259, -3.651], [-8.470, -2.245, -3.927], [-8.968, -0.953, -4.002], [-8.102, 0.098, -4.283], [-6.749, -0.155, -4.496], [-6.260, -1.456, -4.424], [-7.124, -2.507, -4.132], [-10.025, -0.777, -3.841], [-8.480, 1.114, -4.336], [-6.074, 0.666, -4.720], [-5.207, -1.652, -4.594], [-6.760, -3.525, -4.063], [-6.421, -2.955, 7.257], [-7.764, -2.948, 7.191], [-8.401, -2.030, 6.371], [-9.790, -2.027, 6.299], [-10.526, -2.936, 7.056], [-9.875, -3.851, 7.879], [-8.486, -3.861, 7.943], [-7.811, -1.324, 5.796], [-10.299, -1.318, 5.656], [-11.610, -2.930, 7.003], [-10.450, -4.555, 8.471], [-7.962, -4.571, 8.571], [3.641, 4.244, -0.226], [4.614, 3.720, 0.539], [5.628, 4.540, 1.009], [6.632, 3.997, 1.804], [6.616, 2.638, 2.112], [5.596, 1.823, 1.630], [4.585, 2.368, 0.844], [5.628, 5.593, 0.753], [7.426, 4.631, 2.184], [7.402, 2.214, 2.729], [5.587, 0.766, 1.867], [3.778, 1.750, 0.467], [-9.286, -3.160, 12.649], [-7.962, -3.136, 12.430], [-7.490, -3.014, 11.132], [-6.118, -2.984, 10.905], [-5.234, -3.087, 11.976], [-5.720, -3.213, 13.275], [-7.092, -3.232, 13.504], [-8.192, -2.944, 10.311], [-5.737, -2.882, 9.894], [-4.163, -3.068, 11.798], [-5.030, -3.297, 14.108], [-7.488, -3.321, 14.509], [6.876, -1.142, 1.854], [8.203, -1.127, 1.635], [8.676, -1.014, 0.337], [10.048, -0.993, 0.109], [10.931, -1.098, 1.181], [10.444, -1.217, 2.480], [9.072, -1.226, 2.709], [7.973, -0.942, -0.485], [10.428, -0.897, -0.902], [11.996, -1.086, 1.003], [11.134, -1.302, 3.314], [8.675, -1.309, 3.715], [7.873, -2.378, -2.588], [6.604, -2.816, -2.570], [5.808, -2.643, -3.692], [4.495, -3.101, -3.676], [3.989, -3.719, -2.535], [4.796, -3.884, -1.412], [6.112, -3.435, -1.431], [6.216, -2.152, -4.568], [3.866, -2.977, -4.551], [2.963, -4.073, -2.521], [4.399, -4.362, -0.523], [6.757, -3.564, -0.569], [6.853, -1.423, -7.015], [5.897, -2.020, -7.746], [5.106, -1.255, -8.589], [4.119, -1.874, -9.349], [3.927, -3.250, -9.250], [4.723, -4.008, -8.396], [5.717, -3.391, -7.644], [5.265, -0.184, -8.648], [3.500, -1.286, -10.018], [3.154, -3.732, -9.840], [4.569, -5.079, -8.317], [6.352, -3.968, -6.981], [13.217, -2.349, 0.262], [13.702, -3.599, 0.354], [14.384, -3.981, 1.499], [14.882, -5.276, 1.596], [14.702, -6.170, 0.544], [14.020, -5.773, -0.603], [13.512, -4.482, -0.696], [14.521, -3.269, 2.304], [15.411, -5.588, 2.491], [15.095, -7.179, 0.619], [13.884, -6.470, -1.423], [12.971, -4.159, -1.578], [-1.201, 3.718, -7.270], [-2.266, 3.001, -7.669], [-2.946, 3.374, -8.818], [-4.046, 2.629, -9.233], [-4.458, 1.527, -8.488], [-3.769, 1.165, -7.333], [-2.664, 1.902, -6.925], [-2.615, 4.240, -9.379], [-4.581, 2.908, -10.134], [-5.319, 0.949, -8.809], [-4.093, 0.309, -6.751], [-2.112, 1.629, -6.033]],
  "gap_ha": 0.26115,
  "total_charge": 0
}

In the order shown, the computed max |F| values come out to 3.20, 3.42, 4.69 eV Å⁻¹.